Below is the molecule C8H8 at a distorted geometry, with properties calculated with ωB97M-V/def2-TZVPD.

```
! wB97M-V def2-TZVPD RIJCOSX def2/J DEFGRID3
* xyz 0 1
C 1.8723 0.4297 -0.5092
C 0.9053 1.0010 -1.2008
C -0.2995 1.3853 -1.3623
C -1.3668 0.3531 0.3425
C 1.8168 -1.0243 -0.2366
C 0.6093 -1.3401 0.6812
C -0.6509 -0.6564 0.4344
C -2.5764 1.1332 0.1848
H 2.5669 0.9641 -0.0198
H 1.6265 -1.4493 -1.3330
H 2.7114 -1.5878 0.2264
H 0.3784 -2.3165 0.7498
H 1.0157 -1.0477 1.7931
H -2.7464 1.3989 -0.8755
H -2.3412 2.0792 0.8287
H -3.5215 0.6775 0.2962
*
```

LUMO = -0.771 eV
Kohn-Sham gap = 7.84 eV
energy above the lowest of the compared OMol25 structures with the same formula, charge and spin = 7.7412 eV
total energy = -8417.279 eV

Results of the Löwdin charge analysis, in e, for atoms 1 through 2: number 1, C, carries -0.10; number 2, C, carries -0.18

=====

Below is a cluster of 2 separate species, C8H8 in total at a distorted geometry, with properties calculated with ωB97M-V/def2-TZVPD.

```
! wB97M-V def2-TZVPD RIJCOSX def2/J DEFGRID3
* xyz 0 1
C -0.9525 0.4011 2.8830
C -0.1029 -0.1083 3.5133
C 1.3056 -0.0767 -0.1499
C 1.4318 -0.2653 -1.5062
C 0.3601 -0.2597 -2.4387
C -0.8941 0.0278 -1.9718
C -1.0616 0.1923 -0.6200
C -0.0645 0.0164 0.2758
H -1.7387 0.9458 2.2366
H 0.4150 -0.4879 4.4428
H 2.1304 0.2467 0.5035
H 2.4503 -0.1789 -2.0930
H 0.4466 -0.5469 -3.4072
H -1.6344 -0.1441 -2.7162
H -1.9832 0.5867 -0.2155
H -0.2170 0.0128 1.3365
*
```

LUMO = 1.055 eV
Kohn-Sham gap = 10.17 eV
energy above the lowest of the compared OMol25 structures with the same formula, charge and spin = 3.6557 eV
total energy = -8421.365 eV

Results of the Löwdin charge analysis, in e, for atoms 1 through 2: number 1, C, carries -0.06; number 2, C, carries -0.01

=====

Below is the molecule C8H8 at a distorted geometry, with properties calculated with ωB97M-V/def2-TZVPD.

```
! wB97M-V def2-TZVPD RIJCOSX def2/J DEFGRID3
* xyz 0 1
C 0.1912 -1.2638 -1.4762
C -0.8209 -1.3294 -2.3323
C 0.8508 0.9230 -0.3334
C 0.2234 -0.3315 -0.3447
C -0.4787 -0.7129 0.8140
C -0.3826 0.0500 1.9607
C 0.2591 1.2898 1.9584
C 0.8123 1.7654 0.7502
H 1.0667 -1.9072 -1.5423
H -0.8979 -1.9499 -3.2132
H -1.5960 -0.5721 -2.2398
H 1.4930 1.0533 -1.2024
H -1.2542 -1.4433 0.6315
H -0.8543 -0.2347 2.8946
H 0.2566 1.8666 2.8682
H 1.1313 2.7966 0.8068
*
```

LUMO = 1.101 eV
Kohn-Sham gap = 10.19 eV
energy above the lowest of the compared OMol25 structures with the same formula, charge and spin = 0.5359 eV
total energy = -8424.485 eV

Results of the Löwdin charge analysis, in e, for atoms 1 through 2: number 1, C, carries -0.15; number 2, C, carries 0.02

=====

Below is a structure of composition C8H8BBr4F24O8P4Zr at a distorted geometry, with properties calculated with ωB97M-V/def2-TZVPD.

```
! wB97M-V def2-TZVPD RIJCOSX def2/J DEFGRID3
* xyz -1 1
Zr -23.4207 9.6007 26.9300
P -21.6050 10.1049 23.3464
F -22.9267 9.9586 22.4219
F -21.9741 11.5907 23.8061
F -22.4824 9.5231 24.6500
F -20.2581 10.1131 24.2293
F -21.1898 8.6239 22.8145
F -20.7430 10.7100 22.0949
P -26.2580 8.8365 26.1670
F -26.5109 7.4147 25.5719
F -24.9358 9.1195 25.1912
F -27.1551 9.6773 25.1728
F -25.7277 10.1325 27.0650
F -27.3623 8.7635 27.3000
F -25.0926 8.1397 27.1724
P -22.0253 6.9905 26.7670
F -23.2237 7.6222 25.8545
F -22.8293 7.8098 27.9779
F -22.9234 5.7266 27.1175
F -20.7931 6.5341 27.6692
F -21.3020 6.3544 25.5214
F -21.4444 8.4773 26.5715
P -23.4350 10.8789 29.6356
F -22.2854 10.1320 28.6596
F -24.2026 9.5216 29.1015
F -22.8540 10.1732 30.9224
F -24.7215 11.5124 30.3562
F -22.5690 12.1868 29.7739
F -23.8170 11.5141 28.1807
O -20.3530 16.9955 24.7427
C -20.2748 16.1740 25.6165
O -20.0928 14.8617 25.4668
B -20.2927 14.2497 26.7660
O -20.5061 15.3051 27.7495
C -20.6662 16.4514 27.1036
O -20.8538 17.5471 27.5510
O -21.4647 13.3559 26.7912
C -21.1032 12.1380 26.7426
O -21.7980 11.1320 26.6283
C -19.5894 12.0705 27.0407
O -19.1803 13.3063 27.0451
O -18.9299 11.0967 27.3092
Br -18.5026 1.8076 25.0917
C -19.1472 2.8629 23.6123
C -19.6261 4.2345 24.0891
Br -20.0069 5.4751 22.5798
H -19.9523 2.2887 23.1640
H -18.2793 2.8791 22.9615
H -18.9233 4.7830 24.7138
H -20.4977 4.2133 24.7406
Br -25.7731 4.7472 27.3792
C -26.2914 3.7465 28.9921
C -26.7375 2.3578 28.6417
Br -27.3800 1.4452 30.3152
H -26.9634 4.4304 29.5000
H -25.4432 3.6001 29.6611
H -25.9228 1.7201 28.3074
H -27.4747 2.2833 27.8447
*
```

LUMO = -0.651 eV
Kohn-Sham gap = 7.19 eV
energy above the lowest of the compared OMol25 structures with the same formula, charge and spin = 0.0000 eV
total energy = -409340.716 eV

Results of the Löwdin charge analysis, in e, for atoms 1 through 2: number 1, Zr, carries 2.33; number 2, P, carries 0.21